This record from OMol25 describes a 9-piece molecular cluster, C34H90FN5O11PS8Si overall. The level of theory is the ωB97M-V functional and the def2-TZVPD basis.

Properties
**E**: -6366.2448 a.u.
**Kohn-Sham gap**: 6.702 eV
**Total charge**: +1
**LUMO level**: -2.73 eV

Each line ends with the Mulliken charge.
Atoms and positions in Å:
C  3.8128  -4.6944  2.4466  -0.477
C  3.6616  -3.3925  3.4306  0.042
O  2.3137  -3.2805  4.0787  -0.329
C  4.1792  -1.9698  2.7711  -0.400
O  3.8448  -1.7567  1.3759  -0.350
N  2.6020  -1.5293  1.0744  0.511
C  1.8627  -0.4516  1.7644  -1.025
C  0.4630  -0.9757  2.5161  0.462
C  -0.5113  0.3815  2.5636  -0.647
C  -0.2928  -2.1870  1.6439  -0.520
C  -0.8107  -1.6757  0.1737  0.687
C  -2.3605  -1.1416  0.1288  -0.501
O  -3.2628  -2.2671  -0.2286  -0.304
Si  -4.9346  -1.9158  0.1827  0.619
C  -5.3583  -0.0366  0.1547  -0.612
C  -5.3757  -2.7160  1.9007  -0.875
C  -6.1144  -2.8054  -1.1105  -1.029
P  -1.7968  -2.7188  2.7150  0.912
N  -1.1870  -3.0940  4.1981  -0.591
N  0.7529  -3.2563  1.4454  1.287
C  0.2179  -4.5913  1.0568  -0.780
C  0.1066  -5.6294  2.3643  -0.574
C  0.9107  -7.0605  2.0909  -0.371
N  0.1799  -7.9928  1.1473  -0.612
C  1.7872  -2.6625  0.5354  -1.550
N  2.0108  -3.0048  -0.7962  0.615
C  3.0585  -2.3168  -1.6861  -0.230
C  4.5011  -3.1312  -1.7279  -0.067
F  4.9836  -3.0141  -3.1552  -0.353
H  4.8368  -4.6726  1.8401  0.273
H  2.8948  -4.9118  1.7563  -0.317
H  3.9118  -5.6429  3.1647  0.338
H  4.4023  -3.5936  4.3463  0.423
H  2.3704  -2.6041  4.8416  0.233
H  3.8876  -1.1246  3.5248  0.149
H  5.3722  -2.0321  2.8235  0.407
H  1.4741  0.3169  0.9371  0.214
H  2.4434  0.1966  2.5466  0.326
H  0.6394  -1.2732  3.6350  0.154
H  0.0901  1.1642  3.2312  0.311
H  -1.5414  0.1431  3.0797  0.028
H  -0.6317  0.8167  1.4795  0.032
H  -0.1398  -0.7717  -0.2234  0.055
H  -0.7413  -2.5513  -0.6349  -0.105
H  -2.7057  -0.5288  1.0635  -0.128
H  -2.4229  -0.3888  -0.7957  0.292
H  -5.2022  0.3367  -0.9481  0.252
H  -4.6584  0.5410  0.9108  0.094
H  -6.4734  0.0824  0.5317  0.272
H  -6.5583  -2.8014  1.9498  0.381
H  -4.8793  -3.7727  1.9916  0.210
H  -4.9996  -2.0070  2.7615  0.192
H  -7.0382  -3.2269  -0.4833  0.265
H  -5.5772  -3.6818  -1.6820  0.266
H  -6.4677  -1.9715  -1.8689  0.264
H  -2.4026  -3.9104  2.1051  -0.100
H  -2.7610  -1.6693  2.9263  0.009
H  -1.6466  -2.4795  4.9353  0.110
H  -0.8403  -4.4403  0.5651  0.336
H  0.8718  -5.1960  0.2655  0.447
H  0.3952  -5.1168  3.3759  0.221
H  -1.0467  -5.9189  2.4190  0.370
H  2.0077  -6.9132  1.7096  0.195
H  0.9701  -7.6262  3.1355  0.274
H  0.8595  -8.4861  0.5163  0.256
H  -0.5511  -7.5100  0.5808  0.238
H  1.4567  -3.7559  -1.2576  0.398
H  3.1640  -1.1695  -1.4799  0.283
H  2.6206  -2.4079  -2.7930  0.018
H  4.2868  -4.2844  -1.5410  0.199
H  5.2938  -2.6879  -0.9891  0.181
C  -0.2756  -2.6763  -5.7525  -1.187
S  0.4558  -2.0296  -4.2296  0.466
O  -0.5199  -2.2815  -3.1182  -0.537
C  0.3207  -0.2846  -4.6873  -0.760
H  -0.3293  -3.7651  -5.6776  0.373
H  -1.2823  -2.2724  -5.8844  0.356
H  0.3527  -2.4034  -6.6036  0.386
H  -0.7233  -0.0300  -4.8856  0.429
H  0.9290  -0.0917  -5.5738  0.135
H  0.6898  0.3221  -3.8570  0.322
C  -0.7822  -1.1982  8.5678  -0.772
S  -2.3248  -1.9225  7.9608  0.420
O  -2.5335  -1.4301  6.5592  -0.576
C  -3.4151  -0.9657  9.0418  -1.030
H  0.0490  -1.6251  8.0015  0.240
H  -0.7974  -0.1147  8.4271  0.155
H  -0.6585  -1.4374  9.6266  0.434
H  -3.2660  0.1033  8.8715  0.291
H  -3.2034  -1.2127  10.0847  0.397
H  -4.4503  -1.2280  8.8115  0.349
C  -3.8033  3.4586  3.9717  -0.639
S  -5.3252  2.4812  3.9422  0.418
O  -5.3212  1.6785  2.6748  -0.543
C  -6.4400  3.8842  3.6941  -1.010
H  -2.9552  2.7785  4.0817  0.126
H  -3.7002  4.0179  3.0386  0.219
H  -3.8274  4.1460  4.8205  0.434
H  -6.1724  4.4169  2.7784  0.287
H  -6.3761  4.5573  4.5522  0.382
H  -7.4612  3.5057  3.6074  0.338
C  2.0014  1.8138  -7.8195  -0.543
S  2.7328  2.4604  -6.2966  0.408
O  1.7571  2.2086  -5.1852  -0.545
C  2.5977  4.2055  -6.7543  -0.552
H  1.9477  0.7250  -7.7446  0.282
H  0.9948  2.2176  -7.9514  0.003
H  2.6297  2.0866  -8.6706  0.383
H  1.5538  4.4600  -6.9526  0.060
H  3.2061  4.3984  -7.6408  0.288
H  2.9668  4.8122  -5.9240  0.294
C  7.5599  5.1003  -9.4549  -0.979
S  6.4076  4.5385  -8.1785  0.542
O  5.0948  4.2577  -8.8480  -0.628
C  6.2624  6.1376  -7.3451  -0.901
H  7.7691  4.2645  -10.1269  0.324
H  7.1158  5.9203  -10.0244  0.310
H  8.4907  5.4292  -8.9870  0.380
H  5.8993  6.8928  -8.0463  0.310
H  7.2365  6.4318  -6.9477  0.392
H  5.5518  6.0370  -6.5214  0.259
C  -2.4729  4.4793  -8.6569  -1.120
S  -1.3097  3.5714  -7.6104  0.601
O  -1.4472  2.1147  -7.9416  -0.657
C  -2.1928  3.8623  -6.0585  -1.005
H  -2.1401  4.4025  -9.6948  0.348
H  -3.4730  4.0489  -8.5646  0.342
H  -2.4879  5.5304  -8.3593  0.365
H  -3.2103  3.4703  -6.1284  0.405
H  -2.2170  4.9339  -5.8478  0.392
H  -1.6612  3.3481  -5.2544  0.246
C  3.8737  1.1920  7.1545  -1.016
S  2.3518  0.2145  7.1250  0.375
O  2.3558  -0.5882  5.8577  -0.548
C  1.2370  1.6175  6.8770  -0.972
H  4.7218  0.5119  7.2645  0.333
H  3.9768  1.7512  6.2215  0.287
H  3.8496  1.8793  8.0034  0.411
H  1.5046  2.1502  5.9612  0.383
H  1.3009  2.2906  7.7350  0.437
H  0.2158  1.2390  6.7903  0.190
C  -1.5986  4.2369  -0.6861  -0.746
S  -0.8672  4.8836  0.8368  0.484
O  -1.8429  4.6317  1.9482  -0.572
C  -1.0023  6.6286  0.3792  -1.027
H  -1.6523  3.1482  -0.6112  0.052
H  -2.6052  4.6408  -0.8180  0.338
H  -0.9703  4.5098  -1.5372  0.412
H  -2.0462  6.8832  0.1808  0.311
H  -0.3939  6.8215  -0.5074  0.382
H  -0.6332  7.2353  1.2094  0.320

Atoms 1-6, force components in eV/Å:
C 0.2447 -0.7657 0.9942
C 0.6840 0.2693 1.2690
O 1.9790 0.8241 -0.1914
C 1.2408 -1.7162 2.4009
O 4.2900 -0.5436 1.1674
N -5.7333 -0.3370 -1.3686

=====

This record from OMol25 describes an isolated ion of composition C17H24N3S and charge +1. The level of theory is the ωB97M-V functional and the def2-TZVPD basis.

Properties
**E**: -1224.4625 a.u.
**Kohn-Sham gap**: 8.825 eV
**Energy above the lowest of the compared OMol25 structures with the same formula, charge and spin**: 0.0000 eV
**Total charge**: +1
**LUMO level**: -3.19 eV

Each line ends with the natural charge from an NBO analysis.
Atoms and positions in Å:
C  -4.4366  -0.3753  -0.6200  -0.634
C  -3.0026  -0.7869  -0.7075  -0.014
C  -2.5421  -1.8919  0.0020  -0.211
C  -1.2204  -2.2878  -0.0814  -0.213
C  -0.3210  -1.5883  -0.8793  -0.066
C  -0.7818  -0.4975  -1.6040  -0.220
C  -2.1044  -0.1022  -1.5166  -0.163
H  -2.4430  0.7457  -2.0933  0.212
H  -0.1063  0.0437  -2.2514  0.219
C  1.1317  -1.9810  -0.9149  -0.250
N  1.7672  -1.6260  0.3693  -0.623
H  1.3296  -2.1882  1.0971  0.389
C  3.2146  -1.8478  0.4164  -0.215
C  4.0079  -0.8606  -0.4398  -0.436
C  3.8183  0.6054  -0.0527  -0.530
H  4.7591  1.1417  -0.1712  0.256
H  3.4794  0.7262  0.9739  0.231
S  2.6915  1.5602  -1.1529  0.353
C  1.2084  1.6777  -0.2739  0.311
N  0.9082  0.8032  0.7090  -0.571
C  -0.2181  0.9876  1.4327  0.344
C  -1.0449  2.0457  1.1274  -0.313
C  -0.7250  2.8461  0.0165  0.350
N  0.4076  2.6526  -0.6405  -0.473
C  -1.6076  3.9380  -0.4499  -0.667
H  -1.4959  4.7983  0.2109  0.257
H  -1.3257  4.2406  -1.4538  0.253
H  -2.6510  3.6337  -0.4195  0.237
H  -1.9390  2.2288  1.6986  0.243
C  -0.5103  0.0042  2.5056  -0.675
H  0.4025  -0.3175  3.0013  0.233
H  -0.9931  -0.8701  2.0659  0.261
H  -1.1876  0.4294  3.2401  0.250
H  3.7741  -0.9924  -1.4962  0.222
H  5.0610  -1.1173  -0.3176  0.240
H  3.4633  -2.8648  0.0887  0.205
H  3.5272  -1.7433  1.4590  0.209
H  1.3776  -0.2222  0.6718  0.456
H  1.6367  -1.4364  -1.7135  0.215
H  1.2356  -3.0554  -1.1104  0.210
H  -0.8900  -3.1607  0.4651  0.213
H  -3.2301  -2.4508  0.6190  0.224
H  -4.7963  -0.4321  0.4052  0.224
H  -4.5797  0.6349  -0.9943  0.219
H  -5.0491  -1.0473  -1.2207  0.238

Atoms 1-6, force components in eV/Å:
C -0.0916 -0.0532 -0.0461
C 0.0871 0.0131 0.0424
C 0.0111 0.0346 -0.0121
C 0.0654 0.0050 -0.1602
C 0.0226 -0.0523 -0.0954
C 0.0181 -0.1324 -0.0220

=====

This record from OMol25 describes a 2-piece molecular cluster, C4H11NO overall. The level of theory is the ωB97M-V functional and the def2-TZVPD basis.

Properties
**Structure (SMILES)**: C=C(C)NC.O
**E**: -288.9495 a.u.
**Kohn-Sham gap**: 9.049 eV
**Energy above the lowest of the compared OMol25 structures with the same formula, charge and spin**: 1.8372 eV
**Total charge**: 0
**LUMO level**: 0.86 eV

Each line ends with the natural charge from an NBO analysis.
Atoms and positions in Å:
C  0.5504  0.8547  -1.6409  -0.500
C  0.3186  0.2326  -0.4787  0.202
C  1.3479  0.0256  0.5938  -0.692
N  -0.8849  -0.4485  -0.2674  -0.650
C  -0.9503  -1.8802  0.0358  -0.416
H  1.2487  1.6879  -1.6677  0.200
H  -0.1056  0.7370  -2.4942  0.196
H  1.0978  -0.6435  1.4169  0.224
H  1.9105  0.9045  0.9177  0.231
H  2.1355  -0.5790  0.1115  0.232
H  -1.6803  -0.1702  -0.8169  0.382
H  -1.4255  -2.4146  -0.7931  0.196
H  -1.4732  -2.0634  0.9785  0.192
H  0.0370  -2.3446  0.1142  0.200
O  -0.8298  2.3857  1.1931  -0.935
H  0.0040  2.1700  1.6263  0.463
H  -1.3008  1.5461  1.1712  0.474

Atoms 1-6, force components in eV/Å:
C -0.0481 0.9071 0.4816
C -0.4351 -0.8250 -0.5865
C 1.5277 -0.7835 -0.5823
N -0.3389 -0.5390 0.5091
C 0.3432 -0.0534 -0.0053
H 0.3427 -0.4714 -0.2394